(1)
C21H37CeClN3O7S as an isolated structure, computed with wB97M-V/def2-TZVPD.

```
71
Properties=species:S:1:pos:R:3:lowdin_spin:R:1
O -1.7535 -1.1695 -1.2632 0.000
C -0.8771 -2.1299 -1.2668 0.001
C -1.3426 -3.2726 -0.3603 0.000
C -1.5744 -2.9821 0.9763 0.000
H -1.2790 -2.0096 1.3901 0.000
C -2.1878 -3.9345 1.7914 0.000
H -2.3703 -3.6810 2.8366 0.000
C -2.5433 -5.1817 1.2612 0.000
H -3.0230 -5.9215 1.9014 0.000
C -2.2720 -5.4798 -0.0827 0.000
H -2.4989 -6.4619 -0.4927 0.000
C -1.6834 -4.5126 -0.9000 0.000
H -1.4516 -4.7114 -1.9467 0.000
H -0.7903 -2.5460 -2.2883 0.000
C 1.6359 -1.8410 -2.4179 0.002
C 0.9841 -1.8474 -1.0709 0.007
H 1.9946 -2.8480 -2.6628 0.001
H 2.5167 -1.1764 -2.4121 0.001
H 0.9397 -1.5657 -3.2093 0.000
C 1.5874 -2.3773 0.0362 -0.007
C 2.9188 -3.0635 0.0616 -0.001
H 1.0093 -2.5647 0.9407 0.000
H 2.8350 -4.1481 -0.0240 0.000
H 3.3370 -2.8998 1.0510 0.000
H 3.6624 -2.7458 -0.6600 0.000
Ce 1.4746 0.2467 -0.1042 1.008
Cl 4.0520 0.0144 -0.1411 -0.004
C 2.4045 2.3931 1.8924 0.000
O 1.6908 2.2848 0.8316 -0.003
N 2.8559 3.5633 2.3056 0.000
C 2.7308 4.8120 1.5481 0.000
C 3.7256 3.5709 3.4663 0.000
H 2.6610 1.5148 2.5105 0.000
H 1.9291 4.7516 0.8039 0.000
H 3.6866 5.0646 1.0596 0.000
H 2.5158 5.6066 2.2750 0.000
H 3.4422 2.7078 4.0808 0.000
H 3.5712 4.5089 4.0124 0.000
H 4.7811 3.4746 3.1601 0.000
H -5.1732 -0.3447 0.2552 0.000
H -4.6203 1.2705 1.9806 0.000
C -4.1143 -0.6437 0.2384 0.000
C -3.5325 1.1502 1.8610 0.000
N -3.2695 0.4939 0.5853 0.000
H -3.8087 -0.9692 -0.7616 0.000
C -2.3225 0.9285 -0.2858 0.000
O -1.2472 1.4614 0.0133 0.000
H -3.0482 2.1326 1.9016 0.000
H -2.6575 0.8000 -1.3416 0.000
H -3.9624 -1.4659 0.9557 0.000
H -3.1644 0.5291 2.6942 0.000
H 1.5600 3.5506 -4.7034 0.000
H -1.0215 3.0769 -5.4809 0.000
C 1.6162 2.4526 -4.6595 0.000
C -0.7674 2.0199 -5.3069 0.000
N 0.3069 1.8843 -4.3217 0.000
H 2.3418 2.1537 -3.8988 0.000
C 0.0315 1.3917 -3.1158 0.000
O 0.8832 1.2385 -2.1877 -0.002
H -1.6489 1.5053 -4.9069 0.000
H -1.0244 1.0893 -2.9762 0.000
H 1.9253 2.0889 -5.6488 0.000
H -0.4883 1.5704 -6.2714 0.000
C -0.6275 1.7478 3.3477 0.000
S 0.0687 0.0961 3.3310 0.000
O 1.3044 0.1321 4.1014 0.000
O -0.9587 -0.8304 3.7381 0.000
O 0.4341 -0.1926 1.8493 -0.003
H 0.0723 2.4192 3.8582 0.000
H -1.5549 1.7144 3.9378 0.000
H -0.8268 2.1064 2.3280 0.000
```

Energy (Ha): -2846.89001
Multiplicity: 2
HOMO level (alpha / beta) (eV): -7.416 / -7.436
Strongest force on any atom (eV/A): 4.33
Total charge: 0
HOMO-LUMO gap (alpha / beta) (eV): 7.54 / 7.56

(2)
An isolated ion of composition C21H37ClN and charge +1, computed with wB97M-V/def2-TZVPD.

```
60
Properties=species:S:1:pos:R:3:lowdin_charge:R:1
C 5.5753 -3.7822 4.3448 -0.108
C 5.2893 -3.8666 2.8505 -0.265
C 3.9499 -3.2429 2.4521 -0.228
C 3.9462 -1.7209 2.5849 -0.209
C 2.5872 -1.0841 2.2906 -0.196
C 2.1805 -1.2087 0.8175 -0.172
C 0.8687 -0.4627 0.5937 -0.131
N 0.3019 -0.4872 -0.7920 -0.241
C 1.2658 0.1020 -1.7741 -0.164
C 1.6721 1.5469 -1.5295 -0.034
C 0.0436 -1.8921 -1.2396 -0.165
C -0.9102 -2.7059 -0.3792 -0.036
C -0.9657 0.3064 -0.7446 -0.131
C -1.7357 0.4520 -2.0549 -0.163
C -3.0237 1.2555 -1.8345 -0.175
C -2.7847 2.7367 -1.5174 -0.160
C -4.0990 3.4705 -1.4898 -0.249
C -4.6373 3.9967 -2.6569 -0.037
C -5.8612 4.6392 -2.6481 -0.093
C -6.5613 4.7556 -1.4568 -0.673
Cl -8.0902 5.5559 -1.4356 0.691
C -6.0403 4.2357 -0.2819 -0.095
C -4.8148 3.5961 -0.3068 -0.038
H 6.4929 -4.3155 4.5782 0.073
H 4.7655 -4.2326 4.9146 0.076
H 5.6959 -2.7521 4.6697 0.064
H 5.2795 -4.9180 2.5560 0.106
H 6.0931 -3.3770 2.2967 0.108
H 3.1608 -3.6625 3.0805 0.117
H 3.7394 -3.5226 1.4170 0.102
H 4.7003 -1.2963 1.9187 0.120
H 4.2217 -1.4560 3.6052 0.109
H 2.6319 -0.0261 2.5584 0.118
H 1.8286 -1.5539 2.9198 0.122
H 2.9821 -0.7903 0.2082 0.121
H 2.0753 -2.2654 0.5768 0.107
H 1.0089 0.5832 0.8707 0.133
H 0.1129 -0.8757 1.2632 0.135
H 2.1583 -0.5249 -1.7690 0.130
H 0.8131 0.0206 -2.7631 0.130
H 2.1842 1.6803 -0.5813 0.083
H 0.8309 2.2315 -1.5821 0.079
H 2.3690 1.8291 -2.3151 0.099
H 1.0072 -2.4014 -1.2828 0.130
H -0.3471 -1.8434 -2.2568 0.129
H -1.9076 -2.2779 -0.3434 0.082
H -0.9981 -3.6918 -0.8295 0.098
H -0.5423 -2.8451 0.6329 0.082
H -1.6184 -0.1612 -0.0061 0.136
H -0.7097 1.2984 -0.3734 0.122
H -1.1382 0.9680 -2.8070 0.117
H -2.0164 -0.5257 -2.4473 0.116
H -3.6121 0.8052 -1.0331 0.124
H -3.6189 1.1962 -2.7466 0.125
H -2.1406 3.1710 -2.2848 0.121
H -2.2957 2.8471 -0.5479 0.110
H -4.0922 3.9103 -3.5857 0.117
H -6.2715 5.0494 -3.5568 0.108
H -6.5893 4.3337 0.6408 0.108
H -4.4099 3.1958 0.6117 0.115
```

Energy (Ha): -1337.11558
Relative energy (zero: lowest compared OMol25 entry of this formula, charge and spin) (kJ/mol): 24.45
Multiplicity: 1
SMILES string: CCCCCCC[N+](CC)(CC)CCCCc1ccc(Cl)cc1
HOMO level (eV): -10.945
Strongest force on any atom (eV/A): 0.85
Total charge: +1
HOMO-LUMO gap (eV): 8.72

(3)
The molecule C21H37ClN2O3S, computed with wB97M-V/def2-TZVPD.

```
65
Properties=species:S:1:pos:R:3:lowdin_charge:R:1
C -2.7542 1.8599 -3.0111 -0.160
C -3.6490 1.7439 -1.6423 -0.278
C -4.2008 0.2311 -1.3048 -0.225
C -3.0622 -0.9473 -1.3724 -0.235
C -3.1901 -2.0165 -0.1087 -0.198
C -3.0383 -1.2769 1.3756 -0.194
C -1.7240 -1.8191 2.1913 -0.198
C -0.7165 -0.6535 2.7480 -0.155
C 0.4704 -0.2170 1.6592 -0.291
C -0.3547 0.5891 0.4479 -0.031
N -0.6072 1.4646 -0.5037 0.161
C 1.2973 -1.5328 1.1012 -0.140
C 0.8026 -2.0131 -0.4202 -0.186
C 1.2439 -3.6222 -0.5363 -0.215
C 1.6638 -3.9964 -2.0763 -0.268
S 0.6217 -3.1866 -3.4054 0.497
O -0.8580 -2.9379 -3.0191 -0.400
O 0.5827 -4.2058 -4.6095 -0.438
Cl 1.4753 -1.4110 -4.1858 0.321
C 1.5626 0.7569 2.4373 -0.312
C 2.3352 -0.0630 3.6736 -0.062
C 0.7653 2.0086 3.2090 -0.080
N 0.3483 3.0842 3.8381 0.097
C 2.7565 1.3336 1.4742 -0.156
O 2.3384 2.3444 0.4922 -0.230
C 2.6448 3.7155 0.9264 -0.198
C 2.6690 4.6333 -0.4717 -0.213
C 3.3584 3.8388 -1.7311 -0.160
H -1.6258 2.1495 -2.8408 0.052
H -3.1907 2.6999 -3.7381 0.078
H -2.7701 0.8245 -3.5691 0.074
H -4.6222 2.4107 -1.8233 0.102
H -3.1296 2.2316 -0.6863 0.092
H -4.7204 0.2410 -0.2530 0.100
H -5.0481 -0.0266 -2.1044 0.119
H -3.3088 -1.5905 -2.3475 0.112
H -1.9650 -0.5640 -1.5160 0.077
H -2.3929 -2.8582 -0.2916 0.087
H -4.2524 -2.5354 -0.2488 0.119
H -4.0061 -1.6100 1.9806 0.114
H -3.0978 -0.1065 1.2910 0.105
H -2.1433 -2.3832 3.1565 0.123
H -1.2213 -2.6462 1.5343 0.089
H -0.2731 -1.0466 3.7701 0.119
H -1.4104 0.2712 3.0444 0.136
H 2.4602 -1.4530 1.2001 0.118
H 0.9731 -2.4345 1.8134 0.124
H 1.3113 -1.3644 -1.2700 0.102
H -0.3869 -2.0292 -0.5151 0.090
H 2.0439 -3.8844 0.2774 0.120
H 0.2648 -4.2615 -0.2965 0.129
H 1.5011 -5.1721 -2.1919 0.138
H 2.8169 -3.7274 -2.1871 0.133
H 3.4970 -0.1371 3.5081 0.097
H 2.1384 0.5132 4.6914 0.106
H 1.9055 -1.1673 3.7989 0.091
H 3.3546 0.5083 0.8803 0.147
H 3.5580 1.8366 2.2015 0.141
H 1.7533 4.1481 1.5763 0.123
H 3.7004 3.8625 1.4094 0.128
H 3.2945 5.6251 -0.3163 0.112
H 1.5763 4.9374 -0.7984 0.114
H 2.8474 2.8262 -2.0210 0.072
H 4.5311 3.6689 -1.6021 0.083
H 3.2561 4.5391 -2.6919 0.081
```

Energy (Ha): -2015.43610
Multiplicity: 1
SMILES string: CCCCCCCC[C@](C#N)(CCCCS(=O)(=O)Cl)[C@](C)(C#N)COCCC
HOMO level (eV): -10.025
Strongest force on any atom (eV/A): 12.50
Total charge: 0
HOMO-LUMO gap (eV): 8.63

(4)
C21H37ClN3O4Ti as an isolated structure, computed with wB97M-V/def2-TZVPD.

```
67
Properties=species:S:1:pos:R:3:lowdin_spin:R:1
O 2.2591 -0.2680 -2.6463 0.222
C 1.2279 -0.0002 -3.2516 0.235
C 0.6486 1.3523 -3.3923 0.104
C 1.0406 2.4315 -2.5703 0.123
H 1.3575 2.2115 -1.5569 0.007
C 0.9966 3.7336 -3.0829 0.008
H 1.4044 4.5662 -2.5141 -0.002
C 0.4155 3.9620 -4.3388 0.140
H 0.4630 4.9717 -4.7839 0.011
C -0.3316 2.9295 -4.9482 0.019
H -0.9179 3.1555 -5.8428 -0.002
C -0.2731 1.6307 -4.4308 0.099
H -0.8853 0.8082 -4.8152 0.004
H 0.5373 -0.8225 -3.5574 0.015
C -2.6007 -1.7171 -1.5072 -0.005
C -2.5891 -0.3993 -0.7447 -0.148
H -3.3321 -1.6367 -2.3412 0.001
H -2.9437 -2.5229 -0.8282 -0.006
H -1.6550 -2.0366 -1.9963 -0.009
C -3.0026 0.7649 -1.2674 0.261
C -4.4511 1.0675 -1.5536 0.043
H -2.2553 1.4725 -1.6876 0.002
H -4.5696 1.5895 -2.5120 0.007
H -4.8385 1.7393 -0.7675 0.017
H -5.0701 0.1359 -1.5594 0.002
Ti -1.3594 -0.2806 0.8090 0.788
Cl -3.3222 -0.4607 2.0245 -0.008
C -1.0642 0.2808 3.7257 0.023
O -0.6113 -0.4027 2.7650 0.001
N -0.8646 -0.0830 4.9894 0.017
C -0.1366 -1.2995 5.3038 0.001
C -1.6908 0.5050 6.0214 0.001
H -1.6516 1.1949 3.5647 0.002
H 0.5181 -1.5892 4.4737 0.000
H -0.8295 -2.1219 5.5385 0.001
H 0.4618 -1.1183 6.2014 0.000
H -2.0583 1.4630 5.6377 0.000
H -1.1035 0.6526 6.9330 0.000
H -2.5515 -0.1530 6.2433 0.001
H 5.3550 1.7307 -0.8379 0.000
H 4.9072 2.3517 1.2761 0.000
C 4.3035 1.4781 -1.0426 0.001
C 3.8647 2.0067 1.3361 0.000
N 3.5985 1.1661 0.1877 0.001
H 4.2423 0.6278 -1.7479 0.000
C 2.6631 0.1937 0.2335 0.003
O 1.8046 0.0579 1.0976 0.003
H 3.6974 1.4448 2.2613 0.000
H 2.7342 -0.4865 -0.6382 0.001
H 3.8518 2.3566 -1.5490 0.001
H 3.2257 2.9014 1.3317 0.000
H -0.1271 -5.2457 1.5341 0.000
H 1.9919 -5.3021 -0.2055 0.000
C -0.5992 -4.7253 0.6877 0.000
C 1.3505 -4.6918 -0.8498 0.000
N 0.3943 -3.9397 -0.0435 0.001
H -1.4271 -4.1149 1.0608 0.000
C 0.4196 -2.6308 -0.0801 0.002
O -0.5375 -1.9249 0.3856 0.002
H 1.9487 -3.9570 -1.4086 0.000
H 1.2770 -2.0993 -0.5308 0.000
H -0.9989 -5.5040 0.0241 0.000
H 0.8051 -5.3483 -1.5398 0.000
C -0.8676 1.7464 0.8302 0.003
H 0.2437 1.7091 0.7700 0.001
H -1.3064 2.2488 -0.0448 0.005
H -1.1861 2.2446 1.7675 -0.001
```

Energy (Ha): -2597.15533
Multiplicity: 3
HOMO level (alpha / beta) (eV): -1.065 / -2.648
Strongest force on any atom (eV/A): 4.77
Total charge: -1
HOMO-LUMO gap (alpha / beta) (eV): 3.25 / 4.83